Run a
Formula: C4H11N3O
Source: the OMol25 dataset
Level of theory: wB97M-V/def2-TZVPD

Results
- HOMO level: -6.8 eV
- Frontier orbital gap: 0.2786 Eh

Geometry as ORCA input:
```
! RIJCOSX wB97M-V def2-TZVPD def2/J DEFGRID3
* xyz 0 1
C -0.0120 -0.7082 -0.6330
C -1.4499 -0.7878 -0.2192
C 0.5332 0.6713 1.5611
C 0.7122 -1.9966 -0.8518
N 0.4870 0.3782 -1.2555
O -0.0412 3.1002 0.6729
N -0.2645 1.7559 0.2634
N 0.4001 1.6449 -0.8782
H -0.9331 3.4730 0.6844
H 1.2535 0.2568 -1.9063
H 1.1085 -2.3662 0.1014
H -2.0671 -1.0826 -1.0770
H -1.8135 0.1612 0.1661
H -1.5715 -1.5575 0.5487
H 0.1310 -0.2872 1.8668
H 1.6103 0.6041 1.4097
H 0.2989 1.4030 2.3290
H 1.5637 -1.8898 -1.5284
H 0.0545 -2.7725 -1.2540
*
```

Run b
Formula: C4H11N3O
Source: the OMol25 dataset
Level of theory: wB97M-V/def2-TZVPD

Results
- HOMO level: -8.0 eV
- Frontier orbital gap: 0.1585 Eh

Geometry as ORCA input:
```
! RIJCOSX wB97M-V def2-TZVPD def2/J DEFGRID3
* xyz 0 1
C 0.2752 0.1639 0.2321
N -1.0812 -0.1073 0.4554
C -1.8548 1.0743 0.5419
N -1.2957 2.1728 -0.1886
C 1.1750 -1.1250 0.5052
N 2.6730 -1.1391 0.8339
C 2.8798 -0.3053 -0.1461
O -1.5876 -1.8385 -1.3415
H 0.3776 0.6141 -0.8261
H 0.6653 1.0043 0.8214
H -1.3389 -0.8040 -0.3356
H -2.8347 0.7141 0.2054
H -2.0045 1.5325 1.5749
H -1.9200 -1.8345 -2.2502
H -1.8377 3.0252 -0.0279
H 0.7145 -1.4463 1.4376
H 0.9066 -1.7856 -0.3165
H 3.3346 -0.6990 -1.0783
H 2.7535 0.7833 -0.0970
*
```

Least stable = run b

Run a
Formula: C4H11N3O
Source: the OMol25 dataset
Level of theory: wB97M-V/def2-TZVPD

Results
- HOMO level: -9.8 eV
- Frontier orbital gap: 0.3890 Eh
- SMILES: C/N=C\N.NCC=O

Geometry as ORCA input:
```
! RIJCOSX wB97M-V def2-TZVPD def2/J DEFGRID3
* xyz 0 1
C -1.4982 -1.7082 0.4617
N -1.7066 -0.9923 -0.7713
C -0.7936 -1.1842 -1.6544
N 0.4814 -1.8798 -1.6073
H -2.4295 -2.2751 0.6731
H -1.4152 -1.0287 1.2896
H -0.5658 -2.2872 0.5187
H -0.9208 -0.7517 -2.6748
H 0.4698 -2.5866 -2.3403
H 1.2045 -1.2352 -1.9315
N 0.3835 1.6550 2.0348
C 1.0917 1.3379 0.7975
C 0.6010 2.3806 -0.1979
O 1.3449 3.0523 -0.9300
H 0.5077 0.8909 2.7152
H 0.8627 2.4635 2.5175
H 0.6613 0.4055 0.4613
H 2.2140 1.2784 0.8342
H -0.4928 2.4651 -0.1960
*
```

Run b
Formula: C4H11N3O
Source: the OMol25 dataset
Level of theory: wB97M-V/def2-TZVPD

Results
- HOMO level: -9.2 eV
- Frontier orbital gap: 0.3681 Eh
- SMILES: [H]/N=C(\N)CC.[H]/N=C/O

Geometry as ORCA input:
```
! RIJCOSX wB97M-V def2-TZVPD def2/J DEFGRID3
* xyz 0 1
H -0.9564 -2.6117 -1.0840
N -0.8408 -1.6051 -0.9722
C -0.9896 -1.2096 0.2290
N -1.0896 -2.0267 1.3336
C -0.7823 0.2452 0.5491
C -1.1349 1.1874 -0.5199
H -1.1950 -3.0200 1.2010
H -1.2273 -1.6253 2.2458
H 0.4431 0.2984 0.6040
H -1.1735 0.5212 1.5302
H -0.0318 1.2867 -1.1421
H -1.8864 0.8421 -1.2180
H -1.3502 2.1937 -0.1683
H 1.4594 0.5528 -2.0891
N 1.5125 1.1858 -1.2967
C 1.9370 0.5917 -0.2134
O 2.5316 1.3539 0.7480
H 2.3012 -0.4372 -0.1946
H 2.4729 2.2765 0.4577
*
```

Least stable = run b

Run a
Formula: C4H11N3O
Source: the OMol25 dataset
Level of theory: wB97M-V/def2-TZVPD

Results
- HOMO level (spin up / spin down): -7.2 / -7.4 eV
- Frontier orbital gap (spin up / spin down): 0.2581 / 0.2957 Eh

Geometry as ORCA input:
```
! RIJCOSX wB97M-V def2-TZVPD def2/J DEFGRID3
* xyz 0 1
C -1.4643 -0.3054 -0.4099
C -0.3557 -0.5891 1.8664
C -0.4782 0.1909 0.5964
N 0.1017 2.1214 -0.6721
C 0.0959 1.4552 0.4781
H 0.9150 1.1234 -1.5126
H 0.6493 2.9749 -0.5883
H 0.6607 1.8227 1.3392
H -1.1461 -1.2621 -0.8464
H -1.6146 0.4168 -1.2109
H -2.4313 -0.4924 0.0695
H -1.3059 -0.6230 2.4129
H 0.4074 -0.1801 2.5305
H -0.0968 -1.6361 1.6593
O 1.1126 -1.8719 -0.8659
N 1.4884 -0.5480 -0.6292
N 1.3560 0.1127 -1.7484
H 1.3057 -2.3107 -0.0259
H 0.8001 -0.3993 -2.4426
*
```

Run b
Formula: C4H11N3O
Source: the OMol25 dataset
Level of theory: wB97M-V/def2-TZVPD

Results
- HOMO level: -8.4 eV
- Frontier orbital gap: 0.3298 Eh

Geometry as ORCA input:
```
! RIJCOSX wB97M-V def2-TZVPD def2/J DEFGRID3
* xyz 0 1
C 0.7031 1.6996 -1.0516
C -0.0293 1.3816 0.2289
C -0.9104 0.0550 0.1513
C -0.0187 -1.1459 0.4151
H 1.7872 0.3939 -2.4336
H 2.2071 0.3858 -0.8979
H -0.0233 2.5211 -1.5493
H 1.7939 2.2442 -0.6424
H 0.6349 1.0013 1.0439
H -0.6321 2.1169 0.4453
H -1.2671 0.0069 -0.9553
H -2.9661 0.1063 0.8913
H -1.7914 -0.0814 1.9849
H 0.9630 -2.4773 -0.3783
H 1.0647 -0.7766 -1.3797
N 1.3877 0.3852 -1.4008
N -1.9499 0.3642 1.0801
N 0.7964 -1.4560 -0.6621
O -0.2348 -1.5545 1.5361
*
```

Run c
Formula: C4H11N3O
Source: the OMol25 dataset
Level of theory: wB97M-V/def2-TZVPD

Results
- HOMO level: -8.5 eV
- Frontier orbital gap: 0.3416 Eh

Geometry as ORCA input:
```
! RIJCOSX wB97M-V def2-TZVPD def2/J DEFGRID3
* xyz 0 1
C -0.1566 1.1745 -1.2554
C -0.1239 -0.2395 -0.7398
C -1.5794 -0.7120 -0.5703
C 0.7998 -0.1449 1.6510
H -0.8510 1.3198 -2.0156
H -0.2785 1.8812 -0.3550
H 0.9288 1.1343 -1.8145
H 0.1591 -0.8346 -1.5776
H -1.6113 -1.6833 0.1613
H -1.9266 -1.0581 -1.8335
H -2.1971 0.0511 -0.0755
H 2.4633 -0.1650 -0.4601
H 2.1023 -1.8077 -0.4261
H 1.8999 -0.4184 2.0842
H -1.5431 1.4405 2.4730
N 0.7405 -0.6682 0.3727
N 2.0936 -0.8729 0.0440
N 0.0652 0.4859 2.5128
O -0.9850 1.1173 1.8242
*
```

Run d
Formula: C4H11N3O
Source: the OMol25 dataset
Level of theory: wB97M-V/def2-TZVPD

Results
- HOMO level (spin up / spin down): -7.2 / -7.2 eV
- Frontier orbital gap (spin up / spin down): 0.2617 / 0.2618 Eh

Geometry as ORCA input:
```
! RIJCOSX wB97M-V def2-TZVPD def2/J DEFGRID3
* xyz 0 1
C -0.8680 -1.2961 0.9778
C -0.0432 -0.2233 0.2726
N 1.2096 0.8622 1.8813
N 1.2659 -0.7273 -0.1107
N 0.1075 0.9016 1.2263
H 1.9838 0.3409 1.4413
H 1.3899 1.6464 2.4946
H 1.2192 -1.6912 -0.4093
H 1.6358 -0.1433 -0.8549
H -0.2935 -1.7533 1.7851
H -1.7770 -0.8633 1.3911
H -1.1549 -2.0344 0.2267
C -0.8323 0.3993 -0.8948
C -0.8564 -0.1724 -2.1256
O 0.4528 1.8996 -0.5567
H -0.0128 2.6792 -0.8833
H -1.7163 0.9270 -0.5545
H -1.6624 0.0376 -2.8130
H -0.0477 -0.7893 -2.4940
*
```

Least stable = run c

Run a
Formula: C4H11N3O
Source: the OMol25 dataset
Level of theory: wB97M-V/def2-TZVPD

Results
- HOMO level: -7.5 eV
- Frontier orbital gap: 0.3055 Eh

Geometry as ORCA input:
```
! RIJCOSX wB97M-V def2-TZVPD def2/J DEFGRID3
* xyz 0 1
C -0.3152 0.0078 1.1464
C -2.4368 -0.9183 -0.9765
C 2.2203 1.8957 0.5028
N -1.5133 -1.3558 0.0574
N 1.5512 0.6157 0.6617
C 0.3137 0.2608 -0.1698
N -0.2268 -1.5767 -0.5772
O 0.0258 1.0444 -1.0799
H 2.0584 -0.0888 1.1814
H 0.1431 -2.4340 -0.1649
H -0.1698 -1.5961 -1.5992
H 0.0366 -0.8618 1.6854
H -0.6277 0.8063 1.8113
H -3.3752 -0.6231 -0.5029
H -2.1577 -0.1117 -1.6680
H -2.7038 -1.7334 -1.6744
H 2.3380 2.3956 1.4660
H 1.6273 2.5227 -0.1632
H 3.2117 1.7508 0.0636
*
```

Run b
Formula: C4H11N3O
Source: the OMol25 dataset
Level of theory: wB97M-V/def2-TZVPD

Results
- HOMO level: -8.7 eV
- Frontier orbital gap: 0.3517 Eh
- SMILES: C[C@H](NCN)C(N)=O

Geometry as ORCA input:
```
! RIJCOSX wB97M-V def2-TZVPD def2/J DEFGRID3
* xyz 0 1
C -0.4486 -1.9261 1.3192
C 0.0656 -0.5387 0.8842
N -1.0163 0.4722 0.8275
C -1.4543 0.9141 -0.4869
N -1.0003 2.3234 -0.6588
C 1.0488 -0.6475 -0.3314
N 1.4012 0.5685 -0.8586
O 1.6211 -1.6765 -0.5823
H -1.1331 -2.3996 0.6173
H 0.4782 -2.4928 1.4900
H -0.8660 -1.8856 2.3144
H 0.7953 -0.0686 1.5629
H -0.8280 1.2693 1.4049
H -2.5429 1.0260 -0.5294
H -1.2360 0.1882 -1.2690
H -1.6864 3.0475 -0.8740
H -0.4229 2.4877 -1.4871
H 1.4511 1.3888 -0.2708
H 2.1311 0.5623 -1.5526
*
```

Run c
Formula: C4H11N3O
Source: the OMol25 dataset
Level of theory: wB97M-V/def2-TZVPD

Results
- HOMO level: -9.4 eV
- Frontier orbital gap: 0.3782 Eh
- SMILES: NCC[C@H](N)C(N)=O

Geometry as ORCA input:
```
! RIJCOSX wB97M-V def2-TZVPD def2/J DEFGRID3
* xyz 0 1
N 1.7444 -1.5609 -1.0283
C 1.6655 -0.8063 0.2301
C 0.1888 -0.5428 0.5644
C -0.3305 0.7806 -0.0263
N 0.2892 1.9939 0.4843
C -1.8316 0.8285 0.1767
N -2.5856 0.4649 -0.9090
O -2.3376 1.1563 1.2310
H 2.7067 -1.7891 -1.2433
H 1.2266 -2.4395 -1.0056
H 2.2379 0.0878 0.0014
H 2.0750 -1.3474 1.0744
H 0.0362 -0.5081 1.6490
H -0.3796 -1.3691 0.1426
H -0.1499 0.7541 -1.0985
H 1.2554 1.7936 0.7201
H -0.1379 2.2702 1.3657
H -3.5538 0.2863 -0.6944
H -2.1191 -0.0527 -1.6342
*
```

Run d
Formula: C4H11N3O
Source: the OMol25 dataset
Level of theory: wB97M-V/def2-TZVPD

Results
- HOMO level: -7.0 eV
- Frontier orbital gap: 0.2919 Eh
- SMILES: C/C(N)=C(/N)CNO

Geometry as ORCA input:
```
! RIJCOSX wB97M-V def2-TZVPD def2/J DEFGRID3
* xyz 0 1
C 0.9421 -1.7257 0.2710
C -0.2499 -0.9702 -0.2476
N -1.3413 -1.7833 -0.6325
C -0.2215 0.3501 -0.5405
N -1.3058 1.0505 -1.0978
C 0.8584 1.2356 0.0253
N 0.6918 1.2000 1.4819
O -0.2709 2.1762 1.8901
H 0.6044 -2.6517 0.7324
H 1.6403 -1.9869 -0.5273
H 1.4596 -1.1377 1.0219
H -1.1641 -2.7779 -0.6263
H -1.7715 -1.5497 -1.5178
H -1.0415 1.8711 -1.6263
H -1.9946 0.4659 -1.5498
H 1.8491 0.8319 -0.2037
H 0.7847 2.2418 -0.4128
H 1.6490 1.3983 1.8845
H -1.1182 1.7617 1.6755
*
```

Least stable = run a

Run a
Formula: C4H11N3O
Source: the OMol25 dataset
Level of theory: wB97M-V/def2-TZVPD

Results
- HOMO level: -8.8 eV
- Frontier orbital gap: 0.3567 Eh

Geometry as ORCA input:
```
! RIJCOSX wB97M-V def2-TZVPD def2/J DEFGRID3
* xyz 0 1
C 1.1434 0.8426 -0.1210
C 0.2706 -1.2666 1.2058
C -0.0160 0.0889 0.6157
C -1.3478 0.2986 0.0273
N -1.8255 -0.6823 -0.6526
N -1.7884 1.5917 -0.0092
N 2.4947 0.4458 -0.1640
O 0.6529 1.2319 1.1227
H -2.7585 -0.5209 -1.0216
H -0.5105 -1.2661 -1.7516
H -1.2945 2.2729 0.5452
H -2.6335 1.8200 -0.5066
H 2.7743 -0.0482 0.6744
H 2.7000 -0.0982 -0.9918
H 0.8702 1.5070 -0.9374
H 0.2721 -1.4040 -2.0865
H -0.5939 -1.6046 1.7931
H 0.4413 -1.9754 0.4133
H 1.1493 -1.2331 1.8449
*
```

Run b
Formula: C4H11N3O
Source: the OMol25 dataset
Level of theory: wB97M-V/def2-TZVPD

Results
- HOMO level: -8.1 eV
- Frontier orbital gap: 0.1373 Eh

Geometry as ORCA input:
```
! RIJCOSX wB97M-V def2-TZVPD def2/J DEFGRID3
* xyz 0 1
O 1.0386 -0.3556 2.4948
C -0.0642 1.0151 -0.2305
N 0.2476 0.8929 -1.6036
C 1.3148 0.0523 -1.9199
N 0.8518 -1.3180 -1.8190
C -1.2342 0.0996 0.2266
C -1.4205 0.2464 1.7158
N -1.9211 -0.5413 -0.6963
H 0.7790 0.8685 0.4970
H 2.1801 0.1447 -1.1828
H 1.6612 0.2428 -2.9733
H 1.5508 -1.9251 -1.3437
H -0.1000 -1.4380 -1.4520
H -0.5168 1.9985 0.1698
H -0.6726 0.9284 2.1158
H -1.1943 -0.7093 2.2878
H -2.5252 0.5519 2.0766
H -1.5611 -0.1404 -1.5645
H 1.5860 -0.6135 3.2016
*
```

Run c
Formula: C4H11N3O
Source: the OMol25 dataset
Level of theory: wB97M-V/def2-TZVPD

Results
- HOMO level: -8.7 eV
- Frontier orbital gap: 0.3458 Eh
- SMILES: C[C@@H](CO)/N=C\NN

Geometry as ORCA input:
```
! RIJCOSX wB97M-V def2-TZVPD def2/J DEFGRID3
* xyz 0 1
C -0.7618 -0.6111 1.4121
C -0.8651 -0.8827 -0.1746
C -1.4841 0.4804 -0.7073
O -2.8901 0.3626 -0.4529
N 0.3610 -1.4405 -0.8185
C 1.5558 -1.0642 -0.6215
N 2.2944 0.0523 -0.1768
N 1.9973 1.4713 0.0115
H -0.0831 0.3775 1.3796
H -0.1437 -1.3936 1.9677
H -1.7597 -0.3140 1.9094
H -1.7767 -1.5445 -0.3603
H -0.9716 1.3444 -0.0491
H -1.1165 0.4555 -1.7618
H -3.2580 1.3077 -0.7701
H 2.3913 -2.0485 -0.6105
H 3.3759 -0.2839 0.0502
H 1.3138 1.7153 0.7125
H 1.8210 2.0161 -0.9394
*
```

Least stable = run b

Run a
Formula: C9H16N3
Source: the OMol25 dataset
Level of theory: wB97M-V/def2-TZVPD

Results
- HOMO level: -12.3 eV
- Frontier orbital gap: 0.2969 Eh
- SMILES: C=[N+]=C1CN(C)CC(=C)C[C@@H]1N

Geometry as ORCA input:
```
! RIJCOSX wB97M-V def2-TZVPD def2/J DEFGRID3
* xyz 1 1
C -3.4365 0.8632 1.3665
N -2.2603 0.4702 1.0478
C -1.1880 0.3240 0.4954
C 0.1515 0.1514 1.2919
N 1.2754 0.2263 0.4005
C 2.5721 0.6774 0.8517
C 1.2717 -1.0691 -0.3201
C -0.1838 -1.0627 -0.8857
C -0.8515 -2.0875 -0.4007
C -0.4225 0.0806 -1.8098
C -1.1319 1.0639 -0.9480
N -0.6039 2.3255 -0.8877
H -3.5734 1.7120 1.9975
H -4.3237 0.1946 1.4876
H 0.1730 0.9490 2.0252
H 0.0821 -0.8559 1.7225
H 2.5008 1.7256 0.9338
H 2.9491 0.2895 1.8525
H 3.0937 0.5636 -0.0510
H 1.4585 -1.9677 0.2418
H 2.2097 -1.1668 -0.9212
H -1.8856 -2.3525 -0.4125
H -0.4049 -2.8403 0.3577
H -0.9559 -0.2430 -2.7327
H 0.5491 0.3960 -2.2289
H -2.1441 1.1693 -1.1706
H -1.2450 3.0607 -1.1766
H 0.3549 2.4503 -1.2221
*
```

Run b
Formula: C9H16N3
Source: the OMol25 dataset
Level of theory: wB97M-V/def2-TZVPD

Results
- HOMO level: -13.4 eV
- Frontier orbital gap: 0.3261 Eh

Geometry as ORCA input:
```
! RIJCOSX wB97M-V def2-TZVPD def2/J DEFGRID3
* xyz 1 1
C -2.9083 -0.1553 1.1513
C -2.5991 1.0869 0.7104
C -2.3737 -1.3428 0.4806
C -1.8380 1.2781 -0.5371
C 2.8893 0.4451 0.2477
C 2.6718 -0.9487 0.8590
C 1.4482 1.0395 0.0603
C 1.2552 -1.1935 0.2331
C -1.2059 -0.0709 -1.0032
N -1.6148 -1.2605 -0.5595
N -0.6872 -0.1571 -2.2345
N 0.4346 0.0308 0.3681
H -3.5812 -0.4596 2.0258
H -2.8811 1.9649 1.0710
H -2.7168 -2.1763 0.9797
H -2.5866 1.4891 -1.3995
H -0.9488 2.0496 -0.3488
H 3.5331 0.9771 0.8846
H 3.2439 0.3972 -0.7013
H 3.3890 -1.7415 0.2986
H 2.6418 -0.9761 1.8681
H 1.4978 2.0981 0.5291
H 1.2455 1.2834 -0.9801
H 1.5163 -1.4167 -0.7404
H 0.6599 -2.1209 0.6835
H -0.4637 -1.0469 -2.5991
H -0.1719 0.6581 -2.6460
H 0.1509 0.2688 1.2987
*
```

Least stable = run a